{
  "formula": "C4H8O2",
  "method": "ωB97M-V/def2-TZVPD",
  "homo_ev": -9.9,
  "smiles": "C[C@H]1OC[C@H]1O",
  "de_lowest_ev": 1.846,
  "orbital_gap_ha": 0.3975,
  "e_tot_ev": -8371.4360,
  "elements": ["C", "C", "O", "C", "C", "O", "H", "H", "H", "H", "H", "H", "H", "H"],
  "coordinates": [[0.13, -0.30, -1.68], [-0.65, -0.27, -0.39], [-0.35, -1.36, 0.49], [-0.01, -0.48, 1.57], [-0.23, 0.76, 0.69], [0.88, 1.58, 0.43], [1.21, -0.36, -1.49], [-0.15, -1.19, -2.26], [-0.07, 0.59, -2.27], [-1.73, -0.23, -0.60], [1.03, -0.61, 1.91], [-0.68, -0.59, 2.42], [-1.02, 1.44, 1.02], [1.63, 1.03, 0.18]]
}

---

{
  "formula": "C6H16N2",
  "method": "ωB97M-V/def2-TZVPD",
  "homo_ev": -8.6,
  "smiles": "CC(C)[C@@H](C)NCN",
  "de_lowest_ev": 1.130,
  "orbital_gap_ha": 0.3541,
  "e_tot_ev": -9460.9446,
  "elements": ["C", "C", "C", "C", "C", "N", "C", "N", "H", "H", "H", "H", "H", "H", "H", "H", "H", "H", "H", "H", "H", "H", "H", "H"],
  "coordinates": [[-0.84, 0.98, 1.56], [0.08, 0.36, 0.53], [0.41, 1.38, -0.63], [1.82, 1.12, -1.19], [-0.72, 1.27, -1.68], [-0.29, -0.96, 0.07], [0.36, -2.09, 0.75], [-0.45, -3.27, 0.84], [-1.11, 2.00, 1.34], [-1.80, 0.46, 1.68], [-0.38, 1.00, 2.55], [1.04, 0.26, 1.03], [0.23, 2.37, -0.21], [2.32, 2.07, -1.39], [1.73, 0.64, -2.16], [2.33, 0.41, -0.54], [-1.18, 0.30, -1.84], [-1.56, 1.86, -1.30], [-0.55, 1.70, -2.67], [-1.29, -1.09, 0.07], [1.24, -2.32, 0.16], [0.72, -1.80, 1.74], [-0.84, -3.50, -0.08], [-1.28, -3.14, 1.37]]
}

---

{
  "formula": "C4H9O2S",
  "method": "ωB97M-V/def2-TZVPD",
  "charge": -1,
  "homo_ev": -3.3,
  "de_lowest_ev": 0.020,
  "orbital_gap_ha": 0.2636,
  "e_tot_ev": -19226.1292,
  "elements": ["C", "C", "S", "H", "H", "H", "H", "H", "O", "C", "O", "C", "H", "H", "H", "H"],
  "coordinates": [[-0.18, 1.85, -1.29], [0.77, 2.00, -0.11], [0.12, 1.31, 1.45], [-1.11, 2.38, -1.09], [-0.44, 0.81, -1.45], [0.24, 2.24, -2.22], [0.97, 3.06, 0.03], [1.74, 1.54, -0.34], [-0.88, -2.58, -1.03], [-0.74, -1.97, 0.01], [-1.55, -0.98, 0.38], [0.33, -2.31, 1.03], [-0.99, -0.18, 0.76], [-0.14, -2.66, 1.95], [0.87, -1.40, 1.29], [0.99, -3.09, 0.65]]
}

---

{
  "formula": "C14H24AuCl3N2O6SSi",
  "method": "ωB97M-V/def2-TZVPD",
  "homo_ev": [-7.2, -9.3],
  "spin_multiplicity": 3,
  "de_lowest_ev": 0.000,
  "orbital_gap_ha": [0.2222, 0.2422],
  "s_squared": 2.01,
  "e_tot_ev": -90145.9845,
  "elements": ["Au", "C", "C", "N", "C", "C", "C", "O", "C", "C", "C", "C", "N", "C", "H", "H", "H", "H", "H", "H", "H", "H", "H", "H", "H", "H", "H", "H", "Cl", "Si", "Cl", "Cl", "O", "S", "O", "O", "O", "C", "C", "O", "C", "C", "H", "H", "H", "H", "H", "H", "H", "H", "H", "H"],
  "coordinates": [[-2.35, 0.74, -0.44], [2.89, -0.49, 5.45], [2.81, -0.16, 3.94], [1.52, -0.37, 3.30], [0.45, 0.48, 3.83], [-0.70, -0.25, 4.47], [1.35, -1.66, 2.76], [2.12, -2.59, 2.99], [0.22, -1.88, 1.75], [0.16, -3.12, 0.99], [-0.72, -3.31, -0.04], [-1.64, -2.31, -0.38], [-1.50, -1.09, 0.21], [-0.65, -0.88, 1.27], [3.95, -0.53, 5.76], [2.31, -1.39, 5.65], [2.41, 0.35, 5.99], [3.53, -0.85, 3.46], [3.08, 0.89, 3.79], [0.07, 1.15, 3.04], [0.93, 1.23, 4.53], [-1.15, -0.95, 3.78], [-1.50, 0.45, 4.74], [-0.37, -0.79, 5.40], [0.90, -3.90, 1.21], [-0.71, -4.29, -0.45], [-2.43, -2.33, -1.13], [-0.64, 0.13, 1.70], [-1.51, 3.79, 0.96], [-3.14, 2.51, 0.78], [-3.77, 1.70, 2.58], [-4.67, 3.51, -0.16], [-2.82, 1.84, -2.42], [-3.06, 1.08, -3.68], [-4.44, 1.14, -4.16], [-2.44, -0.23, -3.68], [-2.32, 1.95, -4.75], [1.99, -1.52, -4.07], [0.98, -0.60, -4.70], [1.02, 0.64, -3.88], [0.53, 1.74, -4.43], [0.49, 3.00, -3.62], [2.04, -2.52, -4.51], [1.83, -1.64, -3.02], [2.98, -1.05, -4.08], [-0.06, -0.95, -4.55], [1.09, -0.33, -5.77], [-1.31, 1.81, -4.66], [0.67, 1.83, -5.50], [-0.26, 3.05, -2.83], [0.38, 3.83, -4.31], [1.42, 3.13, -3.08]]
}

---

{
  "formula": "C9H13NO",
  "method": "ωB97M-V/def2-TZVPD",
  "homo_ev": -10.1,
  "smiles": "CC(=O)C1(C#N)CC(C)(C)C1",
  "de_lowest_ev": 2.800,
  "orbital_gap_ha": 0.3950,
  "e_tot_ev": -13079.2714,
  "elements": ["C", "C", "C", "C", "C", "C", "C", "C", "C", "N", "O", "H", "H", "H", "H", "H", "H", "H", "H", "H", "H", "H", "H", "H"],
  "coordinates": [[1.76, -1.06, 1.15], [1.63, 1.30, 1.42], [-0.48, -0.16, 0.66], [0.94, 0.49, -0.87], [1.06, 0.13, 0.70], [-0.37, -0.36, -0.84], [1.35, 1.33, 2.94], [-1.54, 0.22, -1.70], [-0.02, -1.78, -1.32], [2.33, -1.86, 1.76], [2.04, 2.21, 0.76], [-0.84, -1.03, 1.20], [-1.00, 0.73, 0.99], [0.90, 1.49, -1.07], [1.84, 0.16, -1.40], [1.95, 0.53, 3.40], [0.33, 1.16, 3.18], [1.54, 2.34, 3.38], [-1.51, 0.23, -2.84], [-1.68, 1.35, -1.44], [-2.51, -0.29, -1.48], [0.81, -1.70, -1.95], [-0.68, -2.34, -1.90], [0.43, -2.38, -0.57]]
}